Entry 1:
This record from the OMol25 dataset describes a cluster of 4 separate species, C4H15NO3 in total in a non-equilibrium geometry. The level of theory is the ωB97M-V functional and the def2-TZVPD basis.

As for the electronic energy: -441.3897 Ha. The total charge is +1. The frontier orbital gap (spin up / spin down) is 5.500 / 4.390 eV. For the energy above the lowest of the compared OMol25 structures with the same formula, charge and spin, the calculation gives 115.5 kcal per mole. The HOMO energy (spin up / spin down) is -13.13 / -12.02 eV. As for the expectation value of S²: 0.760. Its spin multiplicity is 2.

Positions of all 23 atoms, in Å:
H 3.442 0.758 0.951
N -2.688 1.147 2.065
O -2.863 0.124 -0.357
H 3.327 1.507 -0.689
C 1.408 0.109 -1.756
H 0.482 0.709 -1.798
H -1.013 0.658 3.196
H -3.019 1.151 1.100
H 1.078 -0.843 -2.194
O 4.292 -0.231 -0.719
O -1.864 -2.120 -1.472
H -1.628 -0.679 2.206
H -2.343 -1.346 -1.109
C 3.255 0.586 -0.104
H -2.275 -2.877 -1.040
H -3.392 0.584 -1.032
C 1.982 -0.046 -0.473
H -0.783 0.807 1.502
H -3.472 0.985 2.683
H 2.080 0.614 -2.454
H 3.888 -1.104 -0.834
C -1.471 0.398 2.240
H 1.577 -0.891 0.089

Mulliken atomic charge list, values in e, 8 entries:
1. H 0.31
2. N -0.40
3. O -0.68
4. H 0.32
5. C -0.89
6. H 0.37
7. H 0.37
8. H 0.29

=====

Entry 2:
This record from the OMol25 dataset describes the ion C7H5O2S with charge -1 in a non-equilibrium geometry. The level of theory is the ωB97M-V functional and the def2-TZVPD basis.

As for the electronic energy: -818.1379 Ha. The total charge is -1. The frontier orbital gap (spin up / spin down) is 5.991 / 5.974 eV. For the energy above the lowest of the compared OMol25 structures with the same formula, charge and spin, the calculation gives 209.2 kcal per mole. The HOMO energy (spin up / spin down) is -3.26 / -3.20 eV.

Positions of all 15 atoms, in Å:
H 0.378 -2.659 -1.251
C 1.645 0.850 0.900
H -1.302 -1.280 -1.349
H -1.566 0.819 -0.244
H 1.909 1.745 1.558
H -0.271 2.022 0.984
O 4.855 -1.137 0.128
S 4.107 0.137 0.213
C -0.595 0.272 -0.072
C 0.988 -2.361 0.621
C 2.419 -0.141 0.530
C 0.298 1.102 0.665
C -0.511 -0.950 -0.657
C 0.437 -2.006 -0.481
O 4.277 1.114 -0.881

Mulliken atomic charge list, values in e, 8 entries:
1. H 0.43
2. C 0.19
3. H 0.22
4. H 0.13
5. H 0.18
6. H 0.17
7. O -0.57
8. S 0.58

=====

Entry 3:
This record from the OMol25 dataset describes an isolated molecule of C3H2O3. The level of theory is the ωB97M-V functional and the def2-TZVPD basis.

As for the electronic energy: -341.1075 Ha. The frontier orbital gap is 9.052 eV. For the energy above the lowest of the compared OMol25 structures with the same formula, charge and spin, the calculation gives 81.2 kcal per mole. The HOMO energy is -9.70 eV.

Positions of all 8 atoms, in Å:
C -0.632 -1.626 -0.433
O -1.460 -2.271 0.105
O 0.097 -0.639 0.304
C 0.622 1.593 0.454
O 1.716 2.061 0.233
H -0.091 2.032 1.190
H -0.329 -1.635 -1.487
C 0.077 0.484 -0.366

Formally, the Mulliken partial charges of the atoms, in units of the elementary charge, are as follows:
1. C 0.34
2. O -0.36
3. O -0.13
4. C 0.22
5. O -0.42
6. H 0.30
7. H 0.36
8. C -0.30

=====

Entry 4:
This record from the OMol25 dataset describes a structure of composition C19H18O11V in a non-equilibrium geometry. The level of theory is the ωB97M-V functional and the def2-TZVPD basis.

As for the electronic energy: -2506.5046 Ha. The total charge is -1. The frontier orbital gap is 5.432 eV. For the energy above the lowest of the compared OMol25 structures with the same formula, charge and spin, the calculation gives 68.0 kcal per mole. The HOMO energy is -5.04 eV.

Positions of all 49 atoms, in Å:
O 2.282 -2.538 -0.005
O -3.672 0.950 -3.414
O 0.748 -4.047 0.373
H -3.315 2.237 2.693
O -0.604 -3.282 -2.027
O 3.828 -0.309 0.361
O 0.153 -4.788 3.704
H 4.855 1.943 1.070
H 4.046 4.113 0.275
C -2.187 -0.116 -1.907
H 0.762 2.654 1.669
O 1.525 -2.904 1.918
C 1.442 -3.103 0.726
C 3.319 0.868 0.028
C 3.426 3.253 0.068
H -3.535 1.256 -4.314
C 3.958 2.023 0.473
H 0.080 -1.828 2.475
H -0.525 -3.343 -1.072
H -3.346 -1.152 -4.915
H 3.150 -0.924 0.073
C -1.360 -1.151 -1.546
C 2.156 0.967 -0.681
H -2.206 0.797 -1.331
O -0.820 -1.495 2.506
C -2.853 -0.089 -3.130
C -2.137 0.372 2.846
C -2.369 1.728 2.578
C -1.328 -2.277 -2.428
C -0.885 -0.120 2.458
H -2.103 4.248 2.693
C 1.626 2.152 -1.183
C -1.270 2.503 2.213
V 0.619 -5.147 2.277
H 0.975 4.590 -1.389
H -0.773 -1.093 -0.641
H -2.927 -0.342 3.028
H -2.063 -3.213 -4.317
C 0.197 0.659 2.054
O 1.888 4.505 -1.103
C -0.036 1.985 1.955
C -2.085 -2.386 -3.623
H 0.738 2.102 -1.796
O -1.386 3.917 2.148
H 1.492 0.119 -0.756
H 1.134 0.205 1.769
C 2.316 3.296 -0.767
O -0.128 -6.589 1.897
C -2.802 -1.203 -3.983

Mulliken atomic charge list, values in e, 8 entries:
1. O -0.84
2. O -0.55
3. O -0.87
4. H 0.38
5. O -0.48
6. O -0.54
7. O -0.51
8. H 0.44

=====

Entry 5:
This record from the OMol25 dataset describes a structure of composition C35H34F6GaN3O5Se. The level of theory is the ωB97M-V functional and the def2-TZVPD basis.

As for the electronic energy: -6820.0534 Ha. The frontier orbital gap is 6.135 eV. For the energy above the lowest of the compared OMol25 structures with the same formula, charge and spin, the calculation gives 40.2 kcal per mole. The HOMO energy is -6.40 eV.

Positions of all 85 atoms, in Å:
O -3.374 3.122 1.222
C -0.907 -4.737 -0.466
C 1.783 6.268 0.734
C 1.611 1.992 -1.792
F 4.813 0.070 0.618
H 2.756 3.505 0.821
H 2.768 1.106 1.343
H 1.619 7.136 1.364
F 6.949 -3.904 1.793
C -4.615 1.785 -0.895
C 3.012 0.028 3.168
C 4.840 -1.270 0.526
C -2.194 -4.593 0.044
H 0.284 1.792 -5.148
F 5.171 -5.317 0.320
H -4.020 -5.741 -0.160
C -0.607 5.915 1.442
C -4.086 -3.157 0.882
C -1.881 -2.204 0.047
O -0.252 3.323 0.648
H -0.414 6.340 2.427
C -3.647 1.159 -0.107
N -0.074 1.011 -3.242
C 0.251 -0.326 3.101
C -0.098 -3.634 -0.708
H 1.883 6.610 -0.296
C -2.699 -3.311 0.309
F 6.744 -1.203 1.916
C -3.843 -0.791 -1.529
C 0.721 4.092 0.547
Ga -0.276 1.317 0.823
C 5.860 -1.907 1.201
H -0.527 -5.735 -0.665
H -4.843 -3.537 0.189
H 4.092 0.144 3.211
C 0.252 1.372 -2.022
N 0.645 5.365 0.896
C 0.872 0.428 2.102
N -2.302 -0.854 0.332
O 1.820 2.218 -0.412
H 1.744 2.912 -2.367
C -1.304 0.254 -3.508
H 0.040 -1.499 -0.600
C 2.028 3.536 0.010
H -3.541 -1.801 -1.781
C 3.887 -1.948 -0.229
H 0.915 -3.750 -1.083
H -4.188 -3.725 1.812
H 2.713 5.797 1.047
C 0.807 1.211 -4.391
Se 2.468 -1.066 -1.105
C 0.994 -0.906 4.123
C -0.591 -2.367 -0.450
H -1.805 0.684 -4.375
C 4.048 -3.331 -0.275
C 5.973 -3.277 1.141
C -3.041 -5.814 0.324
H 2.338 1.236 -2.103
H -5.940 1.669 -2.582
H -4.888 2.797 -0.624
F 3.198 -4.088 -0.974
H -0.983 6.696 0.781
C 2.359 -0.705 4.136
C -4.788 -0.137 -2.298
O -1.962 1.417 1.565
H 1.078 0.243 -4.811
H 1.720 1.729 -4.116
H 0.531 -1.497 4.905
O -0.532 1.149 -1.059
H -1.969 0.300 -2.655
C -5.194 1.157 -1.983
H -1.351 5.131 1.527
C 5.063 -3.988 0.391
H -4.323 -2.117 1.093
H -0.823 -0.465 3.094
H -2.549 -6.719 -0.035
C 2.259 0.592 2.146
H -3.222 -5.931 1.397
F 3.082 -1.251 5.132
H 2.430 4.168 -0.784
H -5.227 -0.652 -3.147
C -3.260 -0.171 -0.412
C -3.000 2.002 0.960
H -2.232 -0.569 1.290
H -1.051 -0.788 -3.709

Mulliken atomic charge list, values in e, 8 entries:
1. O -0.72
2. C -0.99
3. C -0.97
4. C -1.79
5. F -0.36
6. H 0.50
7. H 0.63
8. H 0.33